Entry 1:
C4H6KLiO2 | wB97M-V/def2-TZVPD

## Properties
* energy relative to the best compared isomer or geometry (same formula, charge and spin): 0.0 kJ/mol
* orbital gap (alpha / beta): 5.91 / 6.71 eV
* 2S+1: 2
* total charge: +1
* HOMO (alpha / beta): -10.0 / -10.9 eV

Cartesian coordinates (Å):
O (-1.577, 0.937, -0.703)
C (-2.392, 0.974, 0.284)
C (-3.591, 0.448, 0.577)
K (0.610, 2.561, -1.146)
Li (-1.273, -0.724, -1.520)
H (-4.222, 0.091, -0.248)
H (-4.103, 0.723, 1.498)
C (2.615, -0.380, -0.231)
C (2.244, -1.613, 0.154)
O (2.157, 0.776, 0.342)
H (3.434, -0.179, -0.924)
H (2.775, -2.468, -0.262)
H (1.503, -1.765, 0.944)
H (1.821, 0.618, 1.235)

Cartesian forces, eV/Å:
0.84 -0.51 -1.04
-0.55 -0.40 0.71
0.14 0.88 -0.45
-0.31 -0.05 0.27
-0.42 0.48 0.57
0.17 -0.16 0.20
0.30 -0.31 -0.19
0.27 -1.33 0.72
0.36 0.83 -0.40
-0.31 0.67 -0.05
-0.41 -0.13 -0.02
-0.33 0.20 0.09
0.25 -0.01 -0.26
-0.01 -0.17 -0.14


Entry 2:
C4H6N | wB97M-V/def2-TZVPD

## Properties
* SMILES string: C=C=[N+]1CC1
* energy relative to the best compared isomer or geometry (same formula, charge and spin): 328.5 kJ/mol
* orbital gap: 9.95 eV
* total charge: +1
* HOMO: -15.9 eV

Cartesian coordinates (Å):
C (-2.091, -0.900, -0.217)
C (-0.842, -0.770, -0.226)
C (0.948, 0.820, -0.559)
C (1.480, 0.167, 0.696)
N (0.023, 0.040, 0.255)
H (-2.609, -1.802, -0.418)
H (-2.284, -0.041, 0.248)
H (0.692, 1.926, -0.522)
H (1.096, 0.513, -1.590)
H (1.942, -0.795, 0.833)
H (1.645, 0.841, 1.498)

Cartesian forces, eV/Å:
-0.26 -4.65 -1.90
2.55 2.38 2.39
0.09 1.43 -0.15
-1.38 -0.01 -0.98
1.61 -0.74 -1.65
-1.03 -0.10 -0.47
-2.65 3.20 1.94
0.64 -1.41 0.34
0.31 -0.44 0.34
0.39 -0.14 -0.68
-0.26 0.47 0.82


Entry 3:
C4H6N | wB97M-V/def2-TZVPD

## Properties
* energy relative to the best compared isomer or geometry (same formula, charge and spin): 410.0 kJ/mol
* orbital gap: 9.52 eV
* total charge: +1
* HOMO: -14.0 eV

Cartesian coordinates (Å):
C (0.361, -0.004, -0.115)
C (1.422, 0.920, 0.525)
C (1.078, -0.523, 1.092)
C (1.508, 0.596, 1.897)
N (-1.183, 0.067, -0.040)
H (0.413, -0.303, -1.199)
H (2.279, 1.193, -0.088)
H (1.671, -1.480, 1.212)
H (-1.551, -0.891, -0.174)
H (-1.706, 0.826, -0.716)
H (-1.568, 0.259, 0.960)

Cartesian forces, eV/Å:
0.01 0.32 -0.40
-0.62 -0.28 -1.92
1.00 -2.07 0.23
-1.16 -0.09 0.17
-2.13 2.55 1.75
1.08 -0.13 1.28
-0.26 0.51 0.04
-0.94 1.02 -0.54
0.22 0.52 -0.64
1.76 -2.45 1.82
1.05 0.10 -1.78


Entry 4:
C4H6N | wB97M-V/def2-TZVPD

## Properties
* SMILES string: C=C=[N+]1CC1
* energy relative to the best compared isomer or geometry (same formula, charge and spin): 266.0 kJ/mol
* orbital gap: 10.96 eV
* total charge: +1
* HOMO: -15.4 eV

Cartesian coordinates (Å):
C (-0.289, -0.867, -0.694)
C (-0.480, -1.538, -1.832)
C (-0.004, 0.720, 1.732)
C (0.705, 1.165, 0.464)
N (0.029, -0.070, 0.282)
H (-0.011, -2.397, -2.289)
H (-1.386, -1.190, -2.370)
H (-1.145, 0.892, 2.012)
H (0.607, 0.368, 2.480)
H (0.217, 1.930, -0.117)
H (1.757, 0.987, 0.332)

Cartesian forces, eV/Å:
1.39 1.01 1.08
-1.29 1.97 1.81
-3.34 -0.08 -3.04
-1.21 0.37 -0.35
-1.49 -3.11 -1.45
0.57 0.00 0.55
0.49 -0.16 0.34
2.82 0.22 -0.89
1.17 -1.45 1.50
0.40 0.56 -0.05
0.50 0.68 0.51


Which formula does entry 3 have? C4H6N


Which formula does entry 4 have? C4H6N